C19H47BClFLiN5NaO7 as an isolated structure in a non-equilibrium geometry, computed with wB97M-V/def2-TZVPD.

**Highest occupied orbital energy**: -7.6 eV
**Gap between HOMO and LUMO**: 1.20 eV
**Total charge**: +1
**Molecular weight**: 552.8 g/mol

Last column: Löwdin charge in e.
Cartesian coordinates (Å):
1 C 5.5692 1.7666 0.5070  -0.04
2 C 5.9791 0.3023 0.5876  -0.19
3 O 5.6133 -0.4896 -0.5720  0.03
4 B 4.3172 -0.3918 -0.9971  -0.66
5 O 4.1504 0.0385 -2.3218  0.14
6 C 3.0144 -0.7834 -0.2063  -0.23
7 N 3.2957 -1.7340 0.8878  0.06
8 C 2.1594 0.4433 0.1939  -0.17
9 O 0.9060 0.3512 -0.4690  -0.18
10 C -0.2213 0.6215 0.3419  -0.11
11 H 5.5669 2.1573 -0.5094  0.09
12 H 6.3121 2.3368 1.0629  0.09
13 H 4.6292 1.9293 1.0298  0.08
14 H 7.0650 0.2677 0.6379  0.12
15 H 5.6090 -0.1397 1.5066  0.09
16 H 4.9780 -0.1747 -2.7515  0.01
17 H 2.3706 -1.3038 -0.9191  0.15
18 H 2.6131 -2.4794 0.8803  0.08
19 H 3.2468 -1.2952 1.7986  0.07
20 H 2.0443 0.5111 1.2778  0.13
21 H 2.6262 1.3632 -0.1728  0.12
22 H -1.0692 0.7115 -0.3327  0.07
23 H -0.3858 -0.2313 1.0071  0.10
24 H -0.1081 1.5431 0.9191  0.09
25 C -7.8412 0.1484 -1.4275  -0.14
26 C -6.7685 -0.5577 -0.6774  -0.23
27 N -5.6813 0.3447 -0.4229  -0.08
28 C -4.7063 0.1104 0.5157  -0.02
29 C -3.8543 1.1752 0.4696  -0.03
30 N -4.3244 2.0255 -0.5041  -0.09
31 C -5.4350 1.4950 -1.0291  -0.02
32 C -3.7554 3.2986 -0.9433  0.02
33 H -7.5109 0.4831 -2.4185  0.07
34 H -8.7064 -0.4891 -1.5699  0.10
35 H -8.0892 1.0370 -0.8038  -0.13
36 H -6.3938 -1.4327 -1.2120  0.14
37 H -7.1237 -0.9132 0.3316  0.04
38 H -4.7362 -0.7980 1.0994  0.15
39 H -2.9601 1.4193 1.0144  0.12
40 H -6.0232 1.9350 -1.8179  0.18
41 H -4.4873 4.0840 -0.7701  0.08
42 H -3.5335 3.2399 -2.0057  0.11
43 H -2.8423 3.5073 -0.3932  0.10
44 O -5.9770 5.4980 -1.8514  -0.06
45 H -6.8836 5.2339 -2.0530  0.05
46 H -5.8335 6.2818 -2.3908  0.04
47 F -7.5153 -1.9791 1.4397  -0.63
48 C -4.2245 -1.3159 -3.7967  -0.09
49 C -4.8284 -0.5627 -5.0299  -0.48
50 O -6.0812 -0.2081 -4.7737  -0.11
51 H -4.7618 -2.2347 -3.5678  0.07
52 H -3.1809 -1.5824 -3.9963  0.06
53 H -4.2475 -0.6764 -2.9110  0.04
54 H -4.6630 -1.2322 -5.9001  0.10
55 H -4.1179 0.2800 -5.2145  0.10
56 O 5.6739 0.3273 3.6040  0.08
57 C 6.6956 0.1772 4.2265  -0.51
58 O 7.6851 1.0657 4.0453  0.00
59 C 8.8587 1.1125 4.8736  -0.22
60 C 9.9371 0.1717 4.3827  -0.06
61 C 6.9154 -1.0154 5.1224  0.02
62 H 8.5994 0.9366 5.9172  0.12
63 H 9.2054 2.1418 4.8080  0.13
64 H 9.6172 -0.8694 4.4308  0.07
65 H 10.8375 0.2804 4.9865  0.09
66 H 10.1854 0.3908 3.3440  0.08
67 H 7.3228 -1.8320 4.5269  0.10
68 H 5.9516 -1.3195 5.5217  0.09
69 H 7.5716 -0.8208 5.9661  0.08
70 Na 5.7612 -1.9768 -3.0471  0.55
71 N 7.1044 -1.0803 -6.8626  0.27
72 H 7.9185 -1.1325 -6.2398  0.13
73 H 6.6761 -2.0102 -6.9391  0.13
74 H 6.4183 -0.4248 -6.4672  0.12
75 H 7.3987 -0.7565 -7.7937  0.15
76 C -9.0117 -4.6221 3.1102  -0.08
77 C -8.7679 -6.0562 3.0243  -0.30
78 N -8.5761 -7.1863 2.9582  0.10
79 H -8.6178 -4.2388 4.0491  0.08
80 H -8.5182 -4.0975 2.2871  0.06
81 H -10.0809 -4.4250 3.0654  0.08
82 Cl -9.4917 2.4282 -0.0240  -0.48
83 Li -6.6925 1.4606 1.5962  0.75

Force components x, y, z for each atom (eV/Å):
C 0.154 -0.188 0.379
C 0.726 0.102 0.354
O -0.133 0.068 -0.582
B -0.404 0.431 0.278
O -0.258 -1.348 0.101
C -0.132 0.154 0.650
N 0.016 -0.084 -0.174
C -0.049 0.049 -0.857
O -0.157 0.107 0.159
C 0.227 -0.348 -0.191
H -0.173 -0.052 -0.070
H -0.005 0.063 0.049
H -0.207 0.135 -0.315
H 0.051 -0.266 -0.137
H -0.190 -0.223 -0.182
H 0.346 1.597 -0.312
H 0.076 0.023 -0.167
H -0.035 0.015 0.123
H 0.132 0.030 0.003
H 0.038 -0.087 0.059
H 0.049 0.134 0.241
H -0.053 0.019 0.001
H -0.174 0.144 0.215
H 0.011 0.039 0.029
C 0.284 0.864 -0.121
C -1.011 -1.149 -0.224
N 0.858 0.442 -0.092
C 0.188 0.124 0.260
C 0.052 0.181 -0.044
N 0.001 -0.080 -0.040
C 0.125 0.146 -0.153
C -0.108 0.106 0.052
H -0.053 -0.138 -0.051
H -0.104 0.065 0.236
H -0.504 -0.635 -0.869
H 0.291 0.014 0.159
H -0.090 -0.616 -0.205
H 0.015 0.027 0.027
H -0.026 -0.119 0.095
H -0.063 -0.062 0.025
H 0.086 0.110 -0.105
H 0.009 0.030 -0.005
H -0.013 -0.113 0.071
O -0.053 -0.068 -0.117
H -0.019 -0.032 0.146
H 0.014 0.013 0.030
F 0.373 0.389 0.429
C 0.379 -0.088 0.306
C 0.483 -0.309 -0.128
O 0.155 0.149 -0.015
H -0.214 0.081 -0.147
H -0.009 0.079 -0.111
H -0.080 0.064 -0.047
H -0.398 -0.120 0.051
H -0.184 0.239 0.261
O -0.009 0.026 0.053
C 0.057 -0.159 -0.012
O -0.083 0.178 -0.006
C 0.223 -0.043 0.063
C -0.093 -0.126 -0.102
C -0.159 0.175 0.327
H -0.052 -0.055 -0.020
H -0.092 0.031 -0.068
H 0.016 -0.003 0.076
H -0.002 0.021 0.005
H 0.033 0.062 0.020
H 0.033 0.008 0.003
H -0.043 -0.057 -0.141
H 0.127 -0.042 -0.090
Na 0.135 -0.606 0.400
N 0.059 0.062 -0.231
H -0.010 -0.002 0.008
H -0.010 0.006 0.013
H -0.006 -0.018 0.012
H -0.003 -0.002 0.002
C 0.087 0.078 -0.166
C -0.019 -0.026 0.005
N 0.024 -0.013 0.006
H 0.000 0.022 -0.004
H 0.001 0.121 0.074
H -0.003 0.000 -0.002
Cl 0.702 0.543 0.834
Li -1.153 -0.288 -0.384

---

A 6-piece molecular cluster, C19H47N2O7 overall in a non-equilibrium geometry, computed with wB97M-V/def2-TZVPD.

**Highest occupied orbital energy**: -4.6 eV
**Gap between HOMO and LUMO**: 7.42 eV
**Total charge**: -1
**Molecular weight**: 415.6 g/mol

Last column: Löwdin charge in e.
Cartesian coordinates (Å):
1 N 5.8651 -0.8958 0.4975  0.03
2 C 4.7432 -0.2299 0.4033  -0.23
3 C 3.4395 -0.7682 -0.3526  -0.13
4 C 2.2107 -1.0637 0.6262  -0.30
5 N 1.9641 -2.5306 0.8460  0.03
6 C 0.8178 -0.4618 0.0858  -0.58
7 O 0.2256 0.4274 0.7571  -0.09
8 O 0.2234 -0.9146 -1.0866  -0.23
9 H 5.7406 -1.7995 0.0071  0.03
10 H 4.7004 0.8075 0.8598  0.11
11 H 3.7536 -1.7599 -0.8345  0.10
12 H 3.1574 -0.0499 -1.1953  0.11
13 H 2.4006 -0.5373 1.6190  0.14
14 H 2.4961 -2.8622 1.6544  0.06
15 H 2.1911 -3.0424 -0.0102  0.07
16 C -0.9598 2.5794 -3.6625  -0.06
17 C 0.3695 2.3055 -4.3489  -0.51
18 C 0.3444 0.9847 -5.0963  -0.06
19 O 1.4046 2.2756 -3.3804  -0.06
20 H -1.1862 1.8005 -2.9278  0.09
21 H -0.9225 3.5269 -3.1183  0.07
22 H -1.7773 2.6240 -4.3876  0.07
23 H 0.5980 3.1184 -5.0445  0.13
24 H 0.1638 0.1510 -4.4109  0.08
25 H 1.3095 0.7965 -5.5740  0.08
26 H -0.4332 0.9793 -5.8650  0.07
27 H 1.2100 1.5572 -2.7589  0.08
28 C -3.6323 -2.1634 -3.6862  -0.07
29 C -2.7267 -3.3825 -3.7709  -0.51
30 C -2.6982 -4.1421 -2.4590  -0.07
31 O -1.4054 -2.9705 -4.1067  -0.06
32 H -3.2759 -1.4663 -2.9217  0.09
33 H -3.6336 -1.6200 -4.6348  0.07
34 H -4.6598 -2.4500 -3.4456  0.07
35 H -3.0738 -4.0432 -4.5707  0.13
36 H -2.3089 -3.5112 -1.6538  0.08
37 H -2.0341 -5.0075 -2.5323  0.08
38 H -3.6968 -4.4896 -2.1793  0.08
39 H -1.0876 -2.3837 -3.4030  0.08
40 C -2.4947 1.4143 4.9484  -0.07
41 C -1.1415 2.0160 4.5998  -0.51
42 C -1.2856 3.1733 3.6238  -0.06
43 O -0.3108 1.0162 4.0243  -0.06
44 H -2.9872 1.0193 4.0544  0.08
45 H -2.3751 0.5766 5.6404  0.07
46 H -3.1516 2.1575 5.4088  0.07
47 H -0.6480 2.3626 5.5123  0.13
48 H -1.7361 2.8381 2.6848  0.09
49 H -0.3059 3.5881 3.3736  0.06
50 H -1.9063 3.9699 4.0441  0.07
51 H -0.7374 0.7028 3.2129  0.08
52 C 1.7029 5.1726 0.3902  -0.06
53 C 2.7148 5.1550 1.5249  -0.50
54 C 2.2529 6.0128 2.6934  -0.07
55 O 3.9712 5.6382 1.0492  -0.06
56 H 1.5665 6.1891 0.0054  0.08
57 H 2.0527 4.5619 -0.4455  0.08
58 H 0.7335 4.7912 0.7195  0.08
59 H 2.8693 4.1272 1.8624  0.14
60 H 2.1353 7.0582 2.3890  0.08
61 H 2.9947 5.9991 3.4963  0.08
62 H 1.2998 5.6567 3.0920  0.07
63 H 3.8447 6.5462 0.7482  0.08
64 C -2.1148 -3.9012 1.4524  -0.06
65 C -1.2030 -5.0415 1.0287  -0.50
66 C -1.7755 -6.3905 1.4383  -0.07
67 O 0.0750 -4.8671 1.6211  -0.06
68 H -2.2327 -3.8801 2.5411  0.08
69 H -1.6849 -2.9391 1.1612  0.09
70 H -3.1040 -3.9955 0.9961  0.07
71 H -1.0624 -5.0157 -0.0546  0.13
72 H -1.8822 -6.4548 2.5262  0.08
73 H -1.1043 -7.1995 1.1376  0.07
74 H -2.7541 -6.5599 0.9812  0.07
75 H -0.0324 -4.8865 2.5799  0.09

Force components x, y, z for each atom (eV/Å):
N -2.290 1.071 -0.289
C 0.349 -1.103 -0.628
C 0.887 -0.008 0.051
C -0.754 0.270 -0.315
N 0.680 1.363 0.167
C -3.352 0.058 -3.208
O 1.594 -1.216 -0.101
O 3.318 0.900 3.844
H 0.045 0.451 0.271
H -0.002 -1.267 -0.446
H -0.467 1.364 0.504
H 0.305 -0.856 1.214
H -0.358 -0.823 -1.185
H -0.089 -0.053 -0.665
H -0.169 0.085 0.594
C -0.194 0.199 0.056
C -0.313 -0.516 0.361
C 0.070 -0.165 -0.303
O 0.340 0.199 0.095
H 0.073 -0.062 -0.109
H 0.025 -0.024 -0.094
H 0.006 -0.007 0.031
H 0.154 0.010 0.124
H -0.100 0.118 0.042
H -0.064 0.083 -0.011
H 0.017 -0.045 0.024
H -0.054 0.052 -0.030
C -0.185 0.136 -0.168
C 0.238 0.486 0.450
C 0.002 -0.308 0.206
O -0.024 -0.080 -0.236
H 0.009 -0.147 0.058
H -0.017 -0.102 0.021
H 0.024 0.037 0.008
H 0.183 0.061 -0.065
H -0.082 0.086 -0.080
H -0.079 0.027 -0.060
H 0.028 0.006 0.023
H 0.053 -0.093 0.001
C -0.127 -0.061 0.281
C -0.230 -0.297 -0.679
C 0.066 0.306 -0.001
O -0.003 0.024 0.415
H 0.054 0.139 -0.031
H 0.036 0.097 -0.002
H -0.025 -0.043 -0.028
H 0.095 -0.123 -0.063
H -0.025 -0.060 0.096
H -0.046 -0.056 0.071
H 0.003 -0.001 -0.033
H 0.388 0.056 -0.172
C -0.036 -0.245 -0.156
C -0.341 0.575 -0.206
C 0.079 -0.082 0.291
O 0.308 -0.174 0.088
H -0.015 0.041 0.150
H -0.063 -0.038 0.119
H 0.046 0.003 -0.059
H 0.169 0.093 -0.090
H -0.090 -0.064 -0.108
H -0.060 -0.078 -0.042
H 0.035 0.048 -0.018
H -0.053 -0.134 0.019
C -0.037 0.324 -0.213
C -0.274 0.073 0.636
C 0.018 -0.270 -0.190
O 0.308 -0.311 -0.135
H -0.035 -0.150 -0.019
H 0.016 -0.106 -0.077
H 0.008 0.009 0.050
H 0.184 0.049 0.110
H -0.079 0.122 -0.026
H -0.048 0.066 -0.051
H 0.020 -0.017 0.053
H -0.052 0.095 -0.131

---

Among the records above, which one has the lowest highest occupied orbital energy? C19H47BClFLiN5NaO7